{"formula": "C5H9N3", "method": "ωB97M-V/def2-TZVPD", "symbols": ["C", "H", "C", "H", "H", "H", "H", "H", "C", "H", "N", "N", "C", "N", "C", "H", "H"], "xyz": [[0.005, -0.142, 1.113], [-1.571, 1.430, 0.558], [-0.547, 1.352, 0.612], [0.157, 1.343, -1.832], [-1.224, -1.777, 1.463], [1.532, 0.941, 0.396], [-2.058, -0.256, -2.015], [1.304, -1.683, -0.870], [-0.229, 0.951, -0.795], [0.053, 2.186, 1.003], [-0.793, -1.175, 0.863], [-1.419, -1.313, -0.308], [0.984, 0.030, 0.021], [1.853, -0.999, -0.377], [-1.292, -0.240, -1.075], [2.817, -0.521, -0.943], [0.426, -0.126, 2.187]], "forces_ev_per_angstrom": [[1.87, 4.32, 2.79], [-2.47, 1.02, 1.31], [1.06, -0.47, 0.08], [-1.07, 0.32, 2.46], [-0.57, -1.36, 2.52], [0.41, -1.20, -0.62], [2.35, 0.08, 2.10], [0.54, -0.47, -0.77], [1.70, -5.17, -2.37], [-0.56, -0.38, 0.13], [-1.19, -2.57, -1.34], [-0.75, 3.49, -2.28], [1.07, 4.04, -0.80], [3.40, 2.01, -1.55], [-0.88, -0.89, -1.81], [-4.22, -2.38, 1.80], [-0.71, -0.38, -1.64]], "homo_lumo_gap_ev": 8.9, "e_homo_ev": -8.01, "smiles": "N[C@H]1[C@H]2C=NN[C@@H]1C2"}

{"formula": "C5H9N3", "method": "ωB97M-V/def2-TZVPD", "symbols": ["H", "N", "N", "C", "H", "H", "H", "H", "C", "N", "H", "C", "H", "H", "C", "H", "C"], "xyz": [[-1.794, -0.796, -1.638], [-0.573, -0.122, 1.258], [1.240, 1.284, -0.286], [-1.187, 0.822, 0.119], [-2.602, -0.871, -0.013], [1.416, -1.774, -1.011], [0.349, 0.177, 1.725], [-0.259, 2.676, -0.132], [-1.682, -0.568, -0.479], [1.945, 0.097, 0.281], [-2.092, 1.305, 0.759], [-0.226, -0.780, -0.044], [1.535, -1.716, 0.885], [-0.107, -0.132, -0.722], [1.216, -1.223, -0.089], [2.756, -0.020, -0.434], [0.066, 1.641, -0.179]], "forces_ev_per_angstrom": [[0.11, 1.16, 2.11], [1.74, 0.29, -1.29], [4.49, 0.47, 1.28], [-4.07, 0.40, 5.97], [0.07, -0.58, 0.80], [0.71, 0.41, 0.09], [-1.83, 0.27, -0.95], [0.87, 0.64, -0.90], [-0.03, -0.11, -3.86], [-0.69, -0.18, -5.49], [1.93, 0.15, -2.15], [-0.20, -6.00, 5.78], [-0.51, -0.80, -1.63], [2.95, 4.15, -5.10], [-0.31, -1.78, 3.57], [-1.18, 0.99, 1.98], [-4.03, 0.51, -0.21]], "homo_lumo_gap_ev": 9.7, "e_homo_ev": -8.83}

{"formula": "C5H9N3", "method": "ωB97M-V/def2-TZVPD", "symbols": ["H", "N", "C", "N", "H", "H", "C", "C", "H", "H", "N", "H", "H", "H", "C", "C", "H"], "xyz": [[1.681, -0.812, -2.545], [-0.967, 1.525, -0.727], [0.700, -0.912, -2.094], [1.309, 0.883, 2.236], [0.767, 1.484, 2.842], [2.262, -1.016, 0.456], [0.513, -0.686, -0.792], [0.597, 0.103, 1.366], [-2.918, -0.151, -0.488], [-0.352, -0.206, 1.790], [-2.040, -0.473, -0.102], [-1.916, -1.474, -0.162], [-1.927, 1.845, -0.880], [-0.143, -1.057, -2.761], [1.229, -0.684, 0.386], [-0.922, 0.297, -0.369], [2.128, 1.333, 1.846]], "forces_ev_per_angstrom": [[0.08, -0.65, 0.13], [0.52, -0.72, 0.17], [0.02, -0.01, -0.06], [-0.17, 0.17, -0.26], [0.20, -0.23, -0.02], [0.10, 0.33, 0.04], [-2.95, 1.61, 0.50], [2.03, -1.26, 1.14], [0.09, 0.06, 0.20], [-0.48, 0.58, -0.78], [-0.08, -0.45, 0.19], [0.00, 0.16, -0.05], [0.08, 0.02, 0.46], [0.04, 0.53, 0.00], [0.47, 1.09, 1.03], [0.21, -1.12, -2.87], [-0.15, -0.10, 0.17]], "homo_lumo_gap_ev": [7.7, 7.7], "e_homo_ev": [-7.07, -7.07], "smiles": "[H]/N=C(\\N)C(=C)/C=C/N"}

{"formula": "C5H9N3", "method": "ωB97M-V/def2-TZVPD", "symbols": ["H", "H", "C", "H", "H", "N", "H", "N", "C", "C", "C", "H", "H", "N", "C", "H", "H"], "xyz": [[0.919, 0.994, -2.720], [0.896, 1.668, -1.171], [-0.472, -1.183, 2.315], [-0.409, 0.959, -1.855], [0.474, -2.449, 0.930], [-1.401, -0.355, 2.105], [1.912, -0.719, -1.442], [1.115, -0.242, -0.899], [-2.190, 1.185, 0.495], [0.648, -0.634, 0.128], [0.634, -1.448, 1.305], [-2.024, 1.617, -0.509], [1.563, -1.546, 1.745], [-1.359, 0.401, 1.024], [0.629, 0.822, -1.688], [-0.521, -1.818, 3.205], [-3.168, 1.355, 0.979]], "forces_ev_per_angstrom": [[1.30, -1.08, 0.04], [0.87, 2.32, 1.05], [-0.76, -0.10, 0.33], [-1.44, -1.02, 0.69], [-0.44, -0.85, -0.11], [0.27, 0.31, 0.18], [-0.71, 0.20, 1.38], [2.77, -1.44, -4.92], [-1.18, -0.05, -0.06], [-2.81, -0.21, 4.91], [-1.37, -0.13, -1.74], [0.20, -0.16, 0.84], [2.25, 0.31, 1.28], [1.79, -0.80, -1.48], [-1.26, 2.38, -2.14], [0.09, 0.25, -0.22], [0.43, 0.08, -0.03]], "homo_lumo_gap_ev": [8.9, 8.1], "e_homo_ev": [-19.64, -19.33], "total_charge": 2}

{"formula": "C5H9N3", "method": "ωB97M-V/def2-TZVPD", "symbols": ["H", "H", "N", "H", "H", "C", "N", "H", "C", "H", "N", "H", "H", "C", "C", "C", "H"], "xyz": [[-1.820, -0.588, 1.107], [2.535, 1.394, 0.590], [-0.293, 1.130, -1.200], [0.716, -2.406, 1.289], [-0.338, 3.278, -1.239], [-0.251, -1.907, 1.446], [1.847, 1.429, -0.269], [-0.914, -2.807, 1.691], [0.681, 0.916, -0.159], [-1.339, -1.809, -1.396], [-0.792, 0.004, -1.712], [-1.359, 2.296, -2.423], [2.137, 1.974, -1.109], [-0.584, 2.318, -1.656], [-0.936, -0.993, 0.595], [-1.006, -0.928, -0.883], [-0.106, -1.423, 2.491]], "forces_ev_per_angstrom": [[0.28, 0.62, -0.26], [-1.55, -0.09, -2.27], [2.66, 3.83, 0.55], [-0.25, 0.54, -1.15], [0.92, -0.06, 0.37], [1.36, -0.94, 2.84], [0.77, 0.49, 1.18], [-0.05, 1.09, -0.23], [-0.77, -0.99, 1.55], [-0.34, -0.89, 0.04], [-0.90, -1.00, -0.81], [0.10, 0.17, -0.01], [0.06, -0.29, 0.69], [-1.83, -1.71, -0.64], [0.10, 0.38, -0.45], [0.17, -0.51, 0.03], [-0.73, -0.63, -1.42]], "homo_lumo_gap_ev": 8.2, "e_homo_ev": -18.94, "total_charge": 2}

{"formula": "C5H9N3O", "method": "ωB97M-V/def2-TZVPD", "symbols": ["H", "H", "H", "N", "H", "H", "H", "C", "C", "C", "N", "H", "N", "H", "C", "O", "H", "C"], "xyz": [[-1.079, -1.827, 1.121], [3.831, -1.224, -0.957], [-3.403, -0.921, 0.162], [3.009, -0.926, -0.432], [1.151, -0.717, 1.484], [2.152, -1.133, -0.851], [-1.198, 0.035, -1.435], [0.426, -0.352, 0.674], [-1.630, -0.151, -0.453], [2.100, 1.161, 0.054], [3.149, 0.424, -0.175], [2.258, 2.251, 0.311], [-3.099, -0.265, -0.560], [-2.538, 1.872, -0.608], [-2.564, 0.920, 0.013], [0.796, 0.792, 0.068], [-2.603, 0.973, 1.075], [-0.757, -0.912, 0.508]], "forces_ev_per_angstrom": [[0.55, 1.61, -1.13], [-0.59, 0.02, 0.14], [-0.21, 0.38, -0.15], [1.68, 0.74, 0.64], [-0.94, 0.44, -1.47], [-1.38, -0.75, -0.97], [0.13, -0.12, 0.24], [1.77, -1.74, 3.12], [-0.67, -0.26, -0.54], [2.86, 0.02, 0.34], [-1.86, 1.62, 0.53], [-0.21, -1.52, -0.51], [-0.06, -1.50, -0.37], [-0.57, -1.28, 1.04], [1.39, 1.38, -0.75], [-0.50, 0.54, -0.84], [-0.16, 0.66, 0.70], [-1.25, -0.24, -0.02]], "homo_lumo_gap_ev": 9.7, "e_homo_ev": -8.68, "smiles": "N/N=C\\O/C=C\\[C@@H]1CN1"}

Which F_max belongs to each record? In order, 5.93; 8.33; 3.40; 5.82; 4.70; 3.99 eV/A.
Which energy above the lowest of the compared OMol25 structures with the same formula, charge and spin belongs to each record? In order, 519.57; 927.71; 385.39; 514.13; 516.47; 441.08 kJ/mol.
Which DFT total energy belongs to each record? In order, -359.999375; -359.843920; -360.050481; -359.303437; -359.302545; -435.289722 Eh.